Below is a molecular structure, C4H6FO4Yb at a distorted geometry, with properties calculated with ωB97M-V with the def2-TZVPD basis set.

Properties
- Total charge: +2
- Orbital gap (alpha / beta): 8.8575 / 5.8141 eV
- Multiplicity: 2

Atoms and positions in Å:
C1 2.56 0.81 -0.70
O1 1.29 0.80 -1.30
H1 3.03 -0.19 -0.71
H2 3.21 1.50 -1.26
H3 2.51 1.14 0.35
C2 -2.06 -0.75 1.00
O2 -2.31 -0.37 -0.20
C3 -0.08 0.42 -0.49
C4 0.15 -0.85 0.31
O3 -0.82 -0.95 1.36
O4 -2.97 -0.60 1.86
F1 -0.22 1.50 0.37
H4 -0.68 0.41 -1.40
H5 0.06 -1.72 -0.35
H6 1.12 -0.85 0.81
Yb1 -4.80 -0.29 0.36



Below is 3 unconnected molecules or ions with the total composition C28H49N3O4 at a distorted geometry, with properties calculated with ωB97M-V with the def2-TZVPD basis set.

Properties
- Orbital gap: 7.6742 eV
- SMILES: CCNc1cc(O)c2c(c1CCCN)C(=O)N(C[C@@H]1CO1)C2=O.CCCCCC.CCCCCC

Atoms and positions in Å:
C1 3.13 1.74 -2.42
C2 3.37 1.97 -4.02
N1 2.26 1.46 -4.92
C3 0.98 2.22 -4.62
C4 0.98 3.88 -4.43
C5 -0.40 4.74 -4.05
O1 -0.38 6.20 -3.86
C6 -1.80 3.93 -3.83
C7 -1.76 2.31 -4.05
C8 -0.45 1.40 -4.42
C9 -0.66 -0.21 -4.58
C10 0.56 -1.14 -3.99
C11 -0.09 -2.67 -3.78
N2 0.65 -3.73 -4.58
C12 -3.34 1.97 -3.79
O2 -3.92 0.94 -4.41
N3 -3.84 3.03 -2.85
C13 -5.32 3.08 -2.55
C14 -5.74 1.50 -1.81
C15 -6.44 1.63 -0.23
O3 -4.91 1.11 -0.54
C16 -3.32 4.37 -3.41
O4 -3.95 5.55 -3.50
H1 2.02 1.87 -2.05
H2 3.76 2.58 -1.86
H3 3.52 0.70 -2.02
H4 4.35 1.35 -4.31
H5 3.65 3.10 -4.20
H6 2.56 1.60 -5.91
H7 2.00 4.48 -4.58
H8 -0.29 6.58 -4.81
H9 -1.65 -0.48 -3.96
H10 -0.93 -0.51 -5.70
H11 1.01 -0.77 -2.97
H12 1.42 -1.28 -4.79
H13 -1.20 -2.65 -4.23
H14 -0.22 -2.94 -2.64
H15 1.37 -4.22 -4.01
H16 -0.08 -4.47 -4.79
H17 -5.97 3.16 -3.51
H18 -5.63 3.88 -1.73
H19 -6.18 0.61 -2.57
H20 -6.81 0.54 0.07
H21 -5.97 2.41 0.50
C17 -1.18 -1.86 0.38
C18 -1.28 -2.80 1.57
C19 -0.09 -2.69 2.53
C20 1.28 -3.06 1.93
C21 1.37 -4.47 1.34
C22 1.16 -5.56 2.38
H22 -0.30 -2.09 -0.25
H23 -2.07 -1.96 -0.25
H24 -1.10 -0.82 0.70
H25 -1.39 -3.83 1.22
H26 -2.19 -2.56 2.12
H27 -0.28 -3.32 3.40
H28 -0.03 -1.66 2.90
H29 2.04 -2.94 2.71
H30 1.54 -2.33 1.15
H31 2.37 -4.59 0.90
H32 0.66 -4.59 0.52
H33 1.89 -5.48 3.19
H34 1.28 -6.55 1.91
H35 0.16 -5.52 2.81
C23 1.79 2.81 6.23
C24 2.49 1.81 5.32
C25 1.57 0.70 4.82
C26 0.98 -0.21 5.91
C27 2.00 -0.92 6.80
C28 2.90 -1.88 6.03
H36 1.42 2.33 7.14
H37 2.49 3.60 6.53
H38 0.95 3.28 5.72
H39 3.36 1.38 5.84
H40 2.89 2.35 4.45
H41 2.12 0.08 4.10
H42 0.74 1.15 4.26
H43 0.34 -0.96 5.43
H44 0.31 0.38 6.55
H45 1.46 -1.49 7.57
H46 2.62 -0.19 7.34
H47 2.31 -2.64 5.52
H48 3.59 -2.38 6.72
H49 3.51 -1.35 5.29



Below is a molecular structure, C23H20I2N5OTi at a distorted geometry, with properties calculated with ωB97M-V with the def2-TZVPD basis set.

Properties
- Total charge: +3
- Orbital gap (alpha / beta): 6.0084 / 6.0089 eV

Atoms and positions in Å:
Ti1 -0.61 0.37 0.04
I1 0.89 0.16 -6.42
C1 0.27 0.73 -4.51
C2 1.04 1.62 -3.76
C3 0.63 1.99 -2.50
I2 1.69 3.39 -1.36
C4 -0.57 1.47 -1.96
O1 -1.04 1.87 -0.75
C5 -1.35 0.57 -2.74
C6 -2.66 0.13 -2.13
N1 -2.38 -0.46 -0.79
C7 -2.10 -1.92 -0.86
C8 -1.41 -2.35 0.41
C9 -1.33 -3.68 0.78
C10 -0.69 -4.00 1.97
C11 -0.18 -2.97 2.77
C12 -0.31 -1.67 2.33
N2 -0.89 -1.35 1.16
C13 -0.93 0.22 -4.00
H1 1.94 2.04 -4.19
H2 -3.30 1.00 -1.99
H3 -3.18 -0.58 -2.77
H4 -3.20 -0.34 -0.20
H5 -3.01 -2.50 -1.00
H6 -1.47 -2.11 -1.74
H7 -1.76 -4.45 0.16
H8 -0.60 -5.03 2.29
H9 0.29 -3.19 3.71
H10 0.04 -0.85 2.94
H11 -1.53 -0.43 -4.62
N3 1.93 1.20 1.88
C14 2.25 0.37 0.83
C15 3.60 -0.02 0.69
C16 3.95 -0.88 -0.31
C17 2.97 -1.38 -1.19
C18 1.69 -0.95 -1.02
N4 1.32 -0.09 -0.03
C19 0.74 1.79 2.27
C20 0.77 2.73 3.30
C21 -0.40 3.35 3.68
C22 -1.60 3.01 3.05
C23 -1.57 2.06 2.07
N5 -0.42 1.45 1.68
H12 2.73 1.51 2.41
H13 4.34 0.38 1.37
H14 4.99 -1.19 -0.42
H15 3.23 -2.07 -1.98
H16 0.90 -1.28 -1.69
H17 1.71 2.96 3.79
H18 -0.39 4.09 4.47
H19 -2.53 3.49 3.32
H20 -2.48 1.77 1.55



Below is 15 unconnected molecules or ions with the total composition H30O15 at a distorted geometry, with properties calculated with ωB97M-V with the def2-TZVPD basis set.

Properties
- Orbital gap: 8.6510 eV

Atoms and positions in Å:
O1 -2.20 -1.43 0.38
H1 -1.93 -2.31 0.05
H2 -2.43 -0.91 -0.44
O2 -0.23 -1.39 -2.57
H3 -0.45 -0.46 -2.55
H4 0.26 -1.54 -3.38
O3 0.27 -0.03 0.14
H5 0.00 0.67 -0.46
H6 -0.56 -0.51 0.18
O4 -2.85 1.38 -0.60
H7 -3.18 1.59 -1.50
H8 -3.66 1.38 -0.06
O5 -0.48 1.43 -2.37
H9 -0.51 2.12 -1.67
H10 0.20 1.68 -2.99
O6 3.12 1.88 -0.88
H11 2.70 1.09 -1.22
H12 3.79 1.93 -1.57
O7 2.11 1.17 1.58
H13 1.34 0.74 1.16
H14 2.50 1.50 0.79
O8 -0.10 -0.57 3.26
H15 -1.01 -0.39 3.10
H16 0.02 -0.45 4.20
O9 -0.56 -3.27 -0.67
H17 -0.43 -2.70 -1.41
H18 -0.96 -4.01 -1.12
O10 -0.46 -3.34 2.09
H19 0.11 -2.64 2.42
H20 -0.48 -3.24 1.13
O11 -2.80 0.02 2.73
H21 -2.82 -0.48 1.93
H22 -3.12 -0.61 3.40
O12 1.96 3.85 0.62
H23 2.02 3.69 1.58
H24 1.28 3.25 0.36
O13 2.06 -1.96 0.55
H25 2.13 -2.53 -0.23
H26 1.58 -1.24 0.16
O14 -0.52 2.65 0.25
H27 -1.36 2.18 0.20
H28 -0.28 2.41 1.12
O15 2.26 -0.21 -2.31
H29 2.25 0.19 -3.17
H30 1.38 -0.57 -2.23



Below is a molecular structure, C25H23CrN8O5S, with properties calculated with ωB97M-V with the def2-TZVPD basis set.

Properties
- Total charge: -1
- Orbital gap (alpha / beta): 3.8613 / 6.3918 eV
- Multiplicity: 5

Atoms and positions in Å:
Cr1 -0.28 1.40 0.40
O1 -1.58 0.42 1.60
C1 -1.74 2.85 0.66
C2 -3.03 2.91 0.15
C3 -4.02 3.73 0.72
C4 -3.72 4.46 1.86
C5 -2.45 4.41 2.42
C6 -1.44 3.63 1.83
C7 -0.08 3.58 2.26
N1 0.66 2.71 1.55
N2 1.99 2.83 1.37
C8 2.29 2.24 0.23
O2 1.35 1.72 -0.56
C9 3.68 2.13 -0.18
C10 4.74 2.54 0.64
C11 6.05 2.38 0.23
C12 6.35 1.80 -1.01
C13 5.30 1.40 -1.83
C14 3.98 1.56 -1.43
H1 -3.28 2.33 -0.74
H2 -5.01 3.79 0.27
H3 -4.48 5.09 2.31
H4 -2.23 4.99 3.31
H5 0.39 4.29 2.94
H6 4.51 2.98 1.60
H7 6.86 2.70 0.87
H8 7.38 1.67 -1.32
H9 5.52 0.96 -2.80
H10 3.16 1.25 -2.06
N3 -0.86 -6.52 -1.38
C15 -0.86 -5.14 -1.59
C16 -1.84 -4.55 -2.39
C17 -1.83 -3.18 -2.62
C18 -0.83 -2.40 -2.07
C19 0.16 -2.98 -1.28
C20 0.14 -4.34 -1.04
S1 -0.76 -0.66 -2.36
O3 0.62 -0.33 -2.54
O4 -1.72 -0.35 -3.38
N4 -1.22 -0.02 -0.91
C21 -2.39 -0.44 -0.41
N5 -2.56 -0.15 0.94
C22 -3.70 -0.43 1.56
C23 -4.71 -1.10 0.89
C24 -4.46 -1.43 -0.43
N6 -3.35 -1.11 -1.06
H11 -1.76 -6.96 -1.47
H12 -0.38 -6.82 -0.54
H13 -2.61 -5.17 -2.83
H14 -2.59 -2.71 -3.23
H15 0.94 -2.35 -0.87
H16 0.91 -4.79 -0.42
H17 -3.73 -0.10 2.59
H18 -5.64 -1.33 1.39
H19 -5.19 -1.97 -1.01
N7 2.92 -1.07 0.40
C25 2.00 -1.16 1.39
N8 2.18 -2.20 2.29
O5 1.04 -0.42 1.46
H20 3.67 -1.72 0.30
H21 2.83 -0.31 -0.26
H22 3.13 -2.48 2.48
H23 1.60 -2.09 3.10



Below is 3 unconnected molecules or ions with the total composition C4H11NO2 at a distorted geometry, with properties calculated with ωB97M-V with the def2-TZVPD basis set.

Properties
- Orbital gap: 8.3337 eV

Atoms and positions in Å:
C1 1.42 -0.07 1.01
C2 2.55 -0.30 -0.79
O1 1.00 1.21 1.04
H1 0.16 1.29 0.56
H2 1.38 -0.70 -0.01
H3 2.31 -0.18 1.63
H4 3.03 0.67 -0.70
H5 3.25 -1.12 -0.69
H6 1.97 -0.35 -1.71
C3 -2.07 -0.70 0.84
C4 -2.09 -0.53 -0.64
O2 -1.36 1.58 -0.49
N1 -1.78 0.50 -1.32
H7 -1.22 2.29 -1.13
H8 -2.39 -1.37 -1.27
H9 -1.05 -0.98 1.16
H10 -2.76 -1.48 1.15
H11 -2.33 0.23 1.35